Record 1
C21H24F2N7ORuS3 | wB97M-V/def2-TZVPD

Calculated values
- LUMO level (alpha / beta) (Ha) = 0.0186 / -0.0655
- ⟨S²⟩ = 8.784
- orbital gap (alpha / beta) (Ha) = 0.2257 / 0.2192
- calculated total energy (a.u.) = -2762.29236

ORCA input file:
```
! wB97M-V def2-TZVPD RIJCOSX def2/J DEFGRID3
* xyz 0 6
Ru 0.49935 -0.59430 -2.16855
N 2.24814 -4.46791 -3.89133
C 1.54892 -3.46011 -3.26902
S 2.36984 -1.87772 -3.20333
N 0.39813 -3.69251 -2.77199
N -0.23409 -2.58733 -2.25922
C -1.48872 -2.71929 -1.82460
C -2.24687 -1.54699 -1.72707
C -3.57728 -1.48733 -1.25226
C -4.24892 -0.29660 -1.25610
C -3.61426 0.86971 -1.73877
C -2.31004 0.76644 -2.14904
N -1.62348 -0.38598 -2.14500
H 3.24244 -4.35659 -3.97539
H 1.89971 -5.40559 -3.76645
H -1.90395 -3.70537 -1.65503
H -4.04315 -2.40255 -0.90159
H -5.27237 -0.24967 -0.90124
H -4.12882 1.82150 -1.78579
H -1.77651 1.63895 -2.50925
S 2.85708 -2.77883 -0.59106
C 2.89404 -1.14755 -0.08833
N 2.23875 -0.14685 -0.61615
C 2.53121 1.07292 0.01192
C 2.03770 2.32470 -0.35086
C 2.41433 3.43487 0.38085
C 3.26645 3.31819 1.48320
C 3.76805 2.08257 1.85239
C 3.39646 0.97049 1.10077
S 3.89034 -0.68563 1.27818
H 1.35823 2.40295 -1.18937
H 2.03773 4.41224 0.10152
H 3.55151 4.20163 2.04128
H 4.44475 1.98261 2.69348
C -1.47088 2.68022 1.23271
N -1.28583 1.46950 2.02548
C -1.67800 1.50350 3.43090
C -0.90996 0.47024 4.22064
C -1.03878 -0.86218 3.51825
N -0.55536 -0.75615 2.15114
C -0.04062 -1.97996 1.55335
C -0.72142 0.38391 1.40708
O -0.36774 0.46803 0.22080
H -2.10844 3.36191 1.79624
H -1.95384 2.45152 0.28783
H -0.51992 3.17243 1.02468
H -2.75303 1.32920 3.53345
H -1.47177 2.49951 3.81862
H -1.29699 0.40973 5.23895
H 0.14462 0.75315 4.26458
H -2.08220 -1.19813 3.53687
H -0.44422 -1.62228 4.01991
H -0.78081 -2.78030 1.62196
H 0.86967 -2.30145 2.06111
H 0.18506 -1.82249 0.51868
F 0.43694 0.60113 -4.56326
C 0.86842 1.06743 -3.31262
F 2.20492 1.38985 -3.41449
H 0.34546 2.00663 -3.14968
*
```

=====

Record 2
C21H24FN5OS | wB97M-V/def2-TZVPD

Calculated values
- SMILES = Cc1nc(N2CCN(C)CC2)c2c(C)c(C(=O)Nc3ccc(C)c(F)c3)sc2n1
- LUMO level (Ha) = 0.0019
- orbital gap (Ha) = 0.2985
- calculated total energy (a.u.) = -1661.75663

ORCA input file:
```
! wB97M-V def2-TZVPD RIJCOSX def2/J DEFGRID3
* xyz 0 1
C -4.30605 1.11907 -3.25309
C -3.10159 0.97277 -2.38650
N -2.36341 2.05175 -2.17698
C -1.26707 1.97612 -1.42453
N -0.64843 3.14354 -1.09756
C -0.22561 3.38514 0.26763
C -1.35644 4.05165 1.05953
N -1.74778 5.29306 0.42313
C -2.71464 6.02589 1.20986
C -2.22793 5.02327 -0.92048
C -1.11115 4.36465 -1.72773
C -0.78035 0.69754 -1.03033
C 0.46255 0.21779 -0.52000
C 1.71925 1.01859 -0.46785
C 0.41133 -1.12172 -0.22049
C 1.51553 -1.91852 0.33120
O 2.58084 -1.41727 0.64149
N 1.22821 -3.25010 0.46078
C 2.03455 -4.27310 0.95288
C 3.33395 -4.07513 1.41077
C 4.07148 -5.14420 1.88543
C 3.55989 -6.43377 1.92523
C 4.34272 -7.60172 2.43729
C 2.25954 -6.60019 1.46149
F 1.71281 -7.83859 1.47868
C 1.49539 -5.55903 0.98158
S -1.14637 -1.84617 -0.60085
C -1.71589 -0.33680 -1.22632
N -2.87321 -0.21752 -1.85253
H -5.05479 0.38728 -2.96580
H -4.70046 2.12809 -3.17772
H -4.02321 0.93644 -4.28911
H 0.03851 2.44901 0.75356
H 0.64230 4.04974 0.24938
H -1.00313 4.27080 2.06975
H -2.20679 3.34582 1.13323
H -2.28561 6.24537 2.18647
H -3.65496 5.47128 1.35489
H -2.93898 6.96580 0.70822
H -2.50816 5.96890 -1.38867
H -3.10831 4.35694 -0.91669
H -1.46264 4.12621 -2.73042
H -0.25616 5.04470 -1.77996
H 1.61093 1.93661 -1.03838
H 2.53686 0.42767 -0.87567
H 1.99590 1.25187 0.55934
H 0.30897 -3.54846 0.16269
H 3.75771 -3.08579 1.39196
H 5.07796 -4.97110 2.23610
H 3.85028 -8.03296 3.30847
H 4.40174 -8.37982 1.67720
H 5.34861 -7.29921 2.71442
H 0.49129 -5.75219 0.63503
*
```

=====

Record 3
C21H24IrP | wB97M-V/def2-TZVPD

Calculated values
- LUMO level (alpha / beta) (Ha) = -0.3294 / -0.3110
- orbital gap (alpha / beta) (Ha) = 0.2247 / 0.2410
- energy relative to the best compared isomer or geometry (same formula, charge and spin) (eV) = 0.678
- calculated total energy (a.u.) = -1259.71854

ORCA input file:
```
! wB97M-V def2-TZVPD RIJCOSX def2/J DEFGRID3
* xyz 2 1
Ir 0.69984 -0.91333 0.06966
C 1.01340 -2.14336 1.93823
C 2.22091 -1.55632 1.49305
C 2.75448 -1.86735 0.20596
C 2.01716 -2.67598 -0.66176
C 0.77811 -3.23187 -0.22783
C 0.29893 -2.99271 1.06748
H 0.63553 -1.92084 2.92669
H 2.76731 -0.89733 2.15227
H 3.69751 -1.44387 -0.10968
H 2.37980 -2.86154 -1.66340
H 0.18915 -3.82250 -0.91717
H -0.64812 -3.41045 1.37602
C -1.22024 -0.04222 0.26319
C -1.94731 -1.17222 -0.26144
C -2.70260 -2.04228 0.55223
C -3.33959 -3.12238 -0.00494
C -3.22180 -3.38105 -1.38127
C -2.48164 -2.54598 -2.19837
C -1.85308 -1.43848 -1.64703
H -1.45140 0.32428 1.25812
H -1.16228 0.78827 -0.43943
H -2.79659 -1.82701 1.60998
H -3.94759 -3.77426 0.60808
H -3.73729 -4.23111 -1.80838
H -2.42540 -2.73827 -3.26095
H -1.32250 -0.73474 -2.28110
C 1.99876 1.48972 -1.89368
P 1.46683 1.26554 -0.18003
C 2.93946 1.58789 0.81826
C 0.33855 2.60563 0.20063
C 0.15209 2.98279 1.53167
C -0.73566 3.99870 1.84484
C -1.44591 4.63686 0.83591
C -1.26573 4.26398 -0.48908
C -0.37747 3.24887 -0.80978
H 1.18382 1.28918 -2.58862
H 2.81514 0.80133 -2.11136
H 2.34242 2.51569 -2.03547
H 3.22592 2.63252 0.69177
H 3.76679 0.95960 0.48814
H 2.74473 1.41025 1.87477
H 0.70353 2.50038 2.33084
H -0.86710 4.29880 2.87550
H -2.13526 5.43286 1.08286
H -1.80884 4.77009 -1.27538
H -0.23677 2.98422 -1.85000
*
```

=====

no.,F_max (eV/Å)
1,0.681
2,0.843
3,1.164